one.
Formula: C33H24F3FeN5O6S3
Source: OMol25
Level of theory: ωB97M-V/def2-TZVPD

Positions of all 75 atoms, in Å:
Fe -0.16919 -0.16727 -1.18569
C -1.83469 -0.19864 2.86039
C -1.76649 -0.29003 1.35816
N -0.62058 -0.17696 0.77297
N 0.49834 -0.29963 1.61612
C 1.04784 0.78316 2.06336
S 0.51494 2.39514 1.92405
S 2.58644 0.34307 2.88526
C 2.67681 1.60292 4.17992
C 1.85982 1.27741 5.40196
C 0.60229 1.84742 5.58686
C -0.16136 1.52849 6.70281
C 0.32118 0.64134 7.65416
C 1.57524 0.06978 7.47971
C 2.33268 0.38437 6.36184
C -3.00154 -0.60559 0.59731
C -4.17585 -0.90115 1.30794
C -5.35586 -1.29519 0.70655
C -5.38053 -1.41503 -0.68614
C -4.25340 -1.15242 -1.42126
C -3.02313 -0.74406 -0.82822
O -2.04014 -0.52304 -1.61906
H -1.05187 0.45749 3.22708
H -2.79008 0.20637 3.18203
H -1.69734 -1.18235 3.31882
H 3.73434 1.68389 4.43880
H 2.35259 2.54870 3.74314
H 0.22106 2.51730 4.82515
H -1.14336 1.97125 6.82111
H -0.27580 0.39133 8.52337
H 1.95985 -0.62918 8.21346
H 3.30223 -0.07958 6.21644
H -4.16322 -0.83742 2.38584
H -6.23188 -1.51330 1.30403
H -6.29024 -1.72488 -1.19084
H -4.24742 -1.24765 -2.50052
O 0.74188 0.48763 -7.92473
C 0.83402 -0.58858 -7.30285
O 1.04413 -1.74479 -7.71803
C 0.64068 -0.47323 -5.76683
C 0.72041 -1.60112 -4.95735
C 0.50558 -1.46309 -3.59746
N 0.21221 -0.28034 -3.06801
C 0.13283 0.81313 -3.81492
C 0.35627 0.75341 -5.18179
C -0.30775 1.99149 -3.03005
C -0.55382 3.22578 -3.60566
C -1.10993 4.22413 -2.82650
C -1.41399 3.95356 -1.50441
C -1.10892 2.70274 -0.98508
N -0.54369 1.75066 -1.72495
C 0.59195 -2.52600 -2.56801
C 0.94685 -3.83641 -2.84244
C 1.06399 -4.72749 -1.78798
C 0.83737 -4.28538 -0.49694
C 0.47893 -2.96101 -0.29864
N 0.34051 -2.10993 -1.31109
H 0.94701 -2.54409 -5.43493
H 0.29834 1.61620 -5.83108
H -0.33457 3.38499 -4.65181
H -1.31931 5.19752 -3.25360
H -1.87721 4.69619 -0.86879
H -1.31057 2.44299 0.04315
H 1.14613 -4.14078 -3.85963
H 1.35046 -5.75485 -1.97673
H 0.94770 -4.94007 0.35634
H 0.32477 -2.54252 0.68805
F 3.92134 1.87561 -2.26219
C 4.23572 1.10882 -1.20669
F 4.23253 1.88382 -0.11982
F 5.49577 0.66877 -1.38917
S 3.07448 -0.31255 -1.05218
O 3.52419 -1.02279 0.11416
O 3.21111 -1.00223 -2.31308
O 1.81090 0.41371 -0.89516

Values from the calculation:
- 2S+1: 1
- HOMO-LUMO gap: 6.80 eV
- Charge: -2
- Highest occupied orbital energy: -0.0969 Ha

=====

two.
Formula: C33H24F3FeN5O6S3
Source: OMol25
Level of theory: ωB97M-V/def2-TZVPD

Positions of all 75 atoms, in Å:
Fe 0.11976 -0.01983 -0.47730
C 1.63437 -1.65406 3.28282
C 0.97122 -1.49684 1.93989
N 0.77853 -0.34691 1.39141
N 1.22344 0.79527 2.06543
C 0.46794 1.25893 3.00446
S -0.92868 0.59028 3.72960
S 1.13711 2.85690 3.51768
C 0.45690 3.04744 5.18382
C 1.32330 2.45667 6.25905
C 1.32270 1.08016 6.48579
C 2.13911 0.52607 7.45900
C 2.97030 1.33383 8.22660
C 2.97613 2.70388 8.00996
C 2.15764 3.25689 7.03350
C 0.58819 -2.73662 1.23698
C 0.32979 -3.89128 1.98250
C 0.05284 -5.11123 1.39443
C 0.06908 -5.19632 0.00038
C 0.32751 -4.08426 -0.76539
C 0.56481 -2.80926 -0.18714
O 0.76857 -1.80194 -0.96129
H 2.08519 -0.72338 3.61061
H 0.90756 -1.96109 4.03616
H 2.39901 -2.43131 3.21183
H 0.32885 4.11978 5.33899
H -0.52667 2.57200 5.16207
H 0.67794 0.45644 5.87557
H 2.12960 -0.54603 7.61727
H 3.60940 0.89761 8.98496
H 3.62225 3.34466 8.59885
H 2.17075 4.32760 6.86064
H 0.33788 -3.82792 3.06427
H -0.16350 -5.97919 2.00463
H -0.13272 -6.14471 -0.48710
H 0.33173 -4.13217 -1.84781
O -2.55900 -0.77798 -6.70084
C -1.43183 -0.29554 -6.47621
O -0.54139 0.07204 -7.26641
C -1.07744 -0.13902 -4.97324
C 0.14978 0.38278 -4.58426
C 0.44046 0.48526 -3.23325
N -0.43806 0.09797 -2.31602
C -1.61241 -0.42095 -2.65959
C -1.97256 -0.54665 -3.99140
C -2.39978 -0.85525 -1.48176
C -3.69811 -1.33331 -1.55906
C -4.34461 -1.70367 -0.39058
C -3.68167 -1.58125 0.81782
C -2.38180 -1.09681 0.81931
N -1.75595 -0.75091 -0.30284
C 1.69710 0.98397 -2.62808
C 2.71134 1.58069 -3.35869
C 3.82804 2.05124 -2.68975
C 3.89627 1.91996 -1.31404
C 2.84257 1.31401 -0.64851
N 1.77604 0.84335 -1.28996
H 0.84064 0.67597 -5.36252
H -2.91467 -0.96839 -4.31391
H -4.18929 -1.40422 -2.51908
H -5.36079 -2.07661 -0.42728
H -4.15330 -1.84399 1.75430
H -1.82510 -0.95116 1.73782
H 2.60982 1.69035 -4.42891
H 4.62850 2.53155 -3.23907
H 4.73716 2.29816 -0.74954
H 2.81324 1.22035 0.43052
F -2.91170 3.66240 -0.20042
C -1.70950 4.13303 0.17000
F -1.66611 4.14906 1.50419
F -1.62906 5.40839 -0.25812
S -0.34585 3.12925 -0.55099
O 0.85207 3.75168 -0.05067
O -0.56617 3.21074 -1.97450
O -0.65961 1.82187 0.03864

Values from the calculation:
- 2S+1: 1
- HOMO-LUMO gap (spin up / spin down): 6.78 / 6.78 eV
- Charge: -2
- Highest occupied orbital energy (spin up / spin down): -0.0980 / -0.0981 Ha

=====

Most stable structure - two; separation to the second - 7.4 kcal/mol.